# 1
71
Properties=species:S:1:pos:R:3:mulliken_charge:R:1 method="wB97M-V/def2-TZVPD" e_tot_ev=-104277.1735 gap_ev=6.8486 total_charge=+1 e_homo_ev=-10.60
Ta -0.1979 -1.7301 0.1528 -0.04
S 2.1900 -1.4310 1.6875 1.76
S 0.0372 -3.0957 -1.8892 -0.43
S -1.4088 1.1586 -1.0749 0.49
S -2.1351 -3.2713 0.2498 -0.37
S 1.1929 -0.5034 -1.5595 -0.56
O 2.4224 -1.7320 3.0589 -0.65
O 1.5810 -2.5571 0.8386 -0.77
N 1.7321 1.1038 2.9867 -0.43
N -1.6193 -0.3174 -0.3839 -0.04
N 3.7375 -0.3990 -4.2873 -0.51
N 6.8633 0.1403 -1.4514 -0.47
N 1.7448 -4.3829 -4.8867 -0.45
N -0.5656 1.0644 2.3479 -0.13
N 0.9332 -0.4312 1.4139 0.32
N -0.9628 -2.2901 2.2829 -0.01
C 5.0951 -1.4082 -1.0073 -0.90
C 0.6868 0.6329 2.3121 0.39
C 5.8163 -0.2464 -0.6864 1.05
C 3.6198 -1.0080 0.8456 -0.36
C -0.8023 2.0668 3.1971 -0.34
C 1.9608 -2.1480 -3.6123 0.78
C 1.4621 2.0852 3.8441 -0.25
C -1.9794 -3.1119 1.9934 0.76
C -3.9805 1.9071 -0.4236 -0.39
C -2.8322 0.8418 -5.3452 -0.50
C 1.8596 -3.3790 -4.3394 -0.25
C -3.0804 4.1397 0.9867 -0.64
C -2.0356 0.9989 -2.7260 0.55
C -2.6455 2.0888 -4.7559 -0.65
C -2.2397 2.1781 -3.4366 -0.65
C 2.9325 -1.1704 -4.0068 -0.16
C -2.7510 -3.7250 2.9641 -0.84
C -0.6623 -2.0416 3.5642 0.14
C -4.8868 2.7443 0.1992 -0.82
C -2.6218 2.1909 -0.3160 0.41
C 0.1863 2.6077 3.9981 -0.94
C -2.6085 -0.3177 -4.6227 -0.76
C 5.4400 0.4943 0.4487 -0.91
C -2.1976 -0.2505 -3.2954 -0.20
C -1.3807 -2.6103 4.5936 -1.23
C -2.1573 3.2961 0.3788 -0.35
C -2.4375 -3.4607 4.2856 -0.05
C -4.4340 3.8599 0.9003 -0.42
C 4.0024 -1.7753 -0.2632 -0.22
C 1.1676 -1.9300 -2.5339 1.08
C 4.3602 0.1197 1.2097 -0.45
H -3.1493 0.7805 -6.3771 0.41
H 7.3254 1.0151 -1.2871 0.19
H -2.0933 3.1457 -2.9738 0.45
H -2.8151 2.9915 -5.3260 0.41
H -1.0959 3.4963 0.4474 0.49
H 5.3868 -1.9976 -1.8658 0.37
H -5.9464 2.5415 0.1277 0.44
H -1.1090 -2.3975 5.6165 0.44
H -3.5559 -4.3895 2.6872 0.46
H -4.3281 1.0634 -1.0082 0.47
H 2.2962 2.4658 4.4220 0.48
H 7.0339 -0.3056 -2.3352 0.21
H -1.9995 -1.1503 -2.7284 0.41
H -3.0117 -3.9233 5.0776 0.43
H -2.5732 -0.4469 -0.0613 0.44
H -5.1501 4.5186 1.3729 0.43
H -1.8222 2.4327 3.2395 0.63
H -2.7466 -1.2837 -5.0888 0.48
H 3.4427 -2.6534 -0.5459 0.65
H 4.0788 0.7075 2.0713 0.45
H -2.7389 5.0142 1.5236 0.46
H 0.1823 -1.3984 3.7583 0.42
H -0.0203 3.4030 4.6978 0.44
H 6.0078 1.3750 0.7198 0.33



# 2
64
Properties=species:S:1:pos:R:3:mulliken_charge:R:1 method="wB97M-V/def2-TZVPD" e_tot_ev=-123598.0868 gap_ev="6.3512 / 6.7391" total_charge=+1 e_homo_ev="-9.63 / -10.11" spin_multiplicity=2
Ru -0.8268 0.6074 -0.7916 0.16
As 1.4594 -0.4311 -0.6366 1.18
S -1.2664 -1.3754 -1.8802 0.14
S -2.7775 -2.3284 -0.8040 -0.24
N -1.5510 -1.2957 1.4544 -1.10
N -1.6565 2.3700 -0.0129 -0.15
N -1.8011 -3.5323 1.3280 -0.38
N -1.5917 -0.0232 0.9442 0.91
C -2.6655 4.5530 1.3660 -0.57
C -2.1614 0.8509 1.7343 -0.31
C 2.3362 -3.1448 -1.3763 -0.48
C 0.6636 2.3120 -4.4344 -0.61
C 5.3543 -0.3821 0.9148 -0.64
C 1.0808 2.0102 -2.0755 0.41
C 0.8428 2.8461 -3.1811 -0.62
C 2.1113 -4.4333 -1.8333 -0.69
C 5.5470 0.2527 -1.3960 -0.76
C 4.1715 0.1501 -1.5460 -0.02
C -2.1905 4.6950 0.0678 -0.80
C -2.6222 -0.3685 5.2710 -0.71
C 0.8478 -4.8104 -2.2768 -0.72
C 0.0341 -2.6118 -1.7948 0.49
C 1.1483 0.6269 -2.2521 -0.85
C -2.7777 0.5097 3.0370 -0.21
C 0.7266 0.9271 -4.6169 -0.80
C -3.9697 -0.0962 5.4759 -0.44
C -2.1709 2.2165 1.2278 1.06
C 3.9771 -0.4805 0.7712 -0.30
C 6.1383 -0.0152 -0.1687 -0.47
C -0.1928 -3.8991 -2.2712 -0.81
C -1.6850 3.5848 -0.5756 -0.30
C 0.9646 0.0972 -3.5469 -0.14
C -2.6575 3.3023 1.9509 -0.53
C -1.9336 -2.3058 0.7764 0.42
C 3.3837 -0.2199 -0.4593 -0.24
C 1.2912 -2.2258 -1.3484 0.36
C -4.7206 0.4795 4.4638 -0.79
C -4.1251 0.7867 3.2482 -0.15
C -2.0281 -0.0736 4.0568 -0.11
H -2.1907 5.6520 -0.4333 0.43
H -3.0201 3.1505 2.9564 0.52
H 3.3227 -2.8534 -1.0373 0.47
H -1.3788 -3.6284 2.2349 0.22
H -3.0378 5.4080 1.9135 0.45
H 2.9237 -5.1474 -1.8512 0.42
H 1.0238 -0.9734 -3.7035 0.50
H -5.7705 0.6905 4.6160 0.40
H 0.5932 0.5062 -5.6046 0.46
H -1.2734 3.6466 -1.5745 0.54
H 0.6800 -5.8151 -2.6411 0.41
H 5.8118 -0.5864 1.8737 0.40
H 0.8321 3.9195 -3.0380 0.55
H 7.2114 0.0657 -0.0573 0.39
H -0.9796 -0.2851 3.8978 0.48
H 1.3178 2.4602 -1.1184 0.46
H 3.3710 -0.7567 1.6267 0.40
H 3.7236 0.3570 -2.5096 0.40
H -4.7170 1.2259 2.4541 0.53
H -2.1599 -4.3399 0.8515 0.23
H 0.4923 2.9607 -5.2829 0.42
H 6.1577 0.5417 -2.2412 0.41
H -4.4315 -0.3321 6.4253 0.42
H -2.0334 -0.8125 6.0625 0.41
H -1.1757 -4.1791 -2.6290 0.51



# 3
64
Properties=species:S:1:pos:R:3:mulliken_charge:R:1 method="wB97M-V/def2-TZVPD" e_tot_ev=-91849.2445 gap_ev=7.1846 total_charge=+2 e_homo_ev=-13.98
Sc 0.2543 -0.0474 -0.0222 -0.13
Cl -2.3584 -0.2390 -0.0111 0.00
S 2.6759 -0.5671 0.1103 -0.39
P -0.2144 -2.6662 0.0412 1.21
N 3.5193 -1.4555 2.4544 -0.27
N 0.6828 0.4688 1.9347 1.02
N 1.5853 -0.3054 2.6575 -1.04
N -0.4803 2.1013 0.1764 -0.18
C -1.9994 4.2501 1.0045 -0.59
C 0.5548 -2.6773 -2.5923 -0.43
C 0.6693 2.1254 3.7359 -0.04
C 0.0960 -4.3405 3.7372 -0.77
C 1.2116 -4.6012 -3.8538 -0.59
C 2.5280 -0.7663 1.8751 0.41
C -2.9242 -1.9441 0.0007 1.33
C 0.9539 -3.2382 -3.7938 -0.84
C -0.3870 -3.6736 2.6229 -0.72
C 1.0700 -5.3911 -2.7204 -0.84
C -1.8829 3.9595 -0.3408 -0.68
C -3.8987 -4.4842 0.0160 -0.91
C -1.1271 2.8585 -0.7107 -0.24
C 0.6698 -4.8268 -1.5183 -0.06
C 1.3668 -4.9028 3.7120 -0.58
C 0.4067 -3.4605 -1.4490 0.93
C 1.6883 -4.1048 1.4661 -0.30
C 0.4054 -3.5612 1.4797 0.59
C 0.2738 1.5902 2.4261 0.17
C -2.0074 -2.9731 0.0438 -0.42
C -4.7783 -3.4081 -0.0279 -0.50
C 2.1610 -4.7837 2.5799 -0.91
C 0.9348 1.8497 6.1079 -0.75
C 1.5381 3.9363 5.0630 -0.84
C -1.3232 3.4666 1.9392 -0.48
C 1.1439 3.4357 3.8332 -0.22
C -0.5534 2.4193 1.4913 0.78
C -2.5316 -4.2670 0.0506 -0.09
C 1.4216 3.1481 6.2002 -0.44
C 0.5758 1.3283 4.8785 -0.23
C -4.2935 -2.1086 -0.0362 -0.80
H 1.2384 4.0561 2.9498 0.54
H 1.5286 -5.0481 -4.7866 0.42
H 1.7105 3.5472 7.1639 0.43
H -1.3860 -3.2553 2.6468 0.47
H 1.0714 -2.6198 -4.6733 0.44
H -1.0386 2.5706 -1.7513 0.43
H 4.3169 -1.7529 1.9214 0.25
H 0.8432 1.2404 6.9970 0.42
H 2.3140 -4.0156 0.5857 0.60
H -5.8471 -3.5738 -0.0582 0.42
H 1.2745 -6.4522 -2.7716 0.44
H 1.7341 -5.4426 4.5752 0.45
H -1.3831 3.6753 2.9976 0.62
H 3.5445 -1.5196 3.4593 0.24
H 0.2244 0.3095 4.7998 0.50
H -0.5238 -4.4342 4.6192 0.48
H -4.2814 -5.4956 0.0220 0.45
H -1.8563 -5.1131 0.0883 0.36
H 3.1499 -5.2235 2.5602 0.48
H 0.3460 -1.6098 -2.5695 0.08
H 0.5773 -5.4524 -0.6386 0.42
H -4.9597 -1.2578 -0.0716 0.50
H -2.6068 5.0834 1.3339 0.49
H 1.9267 4.9428 5.1369 0.42
H -2.3736 4.5532 -1.0991 0.45



# 4
68
Properties=species:S:1:pos:R:3:mulliken_charge:R:1 method="wB97M-V/def2-TZVPD" e_tot_ev=-127163.7208 gap_ev=6.2691 total_charge=-1 e_homo_ev=-3.87
Co 1.8522 -2.3409 4.9556 0.23
Co 3.8887 -2.1133 7.0530 0.08
O 5.8490 -1.9285 4.8860 -0.38
O 6.0341 -1.9527 9.0669 -0.41
O -0.1388 -4.3662 4.4460 -0.41
O 3.7182 -3.8189 3.1367 -0.48
O 1.9778 -0.0571 1.5099 -0.05
O 0.5446 0.0185 3.8453 -0.50
O 2.7420 0.5380 7.3770 -0.37
O -1.0447 4.4623 -0.0830 -0.72
N 0.5258 3.3010 1.1797 0.15
N -0.7133 1.5113 1.7706 -0.11
C 3.4248 -4.6441 5.5271 -0.87
C 0.6661 1.9853 1.7869 -0.38
C 0.6102 -3.5141 4.6842 -0.10
C -0.9402 -2.5596 8.8663 -0.70
C 1.1340 -4.4488 8.6002 -0.37
C -2.9115 2.4174 0.8081 -1.30
C 3.0842 -3.2605 3.9448 0.37
C 3.1760 -0.5249 7.2762 0.11
C 2.5422 -0.0503 -0.6643 -1.32
C 3.0829 -2.0948 0.8136 -0.98
C 2.2830 -2.9303 7.0277 0.51
C -3.9002 1.2788 0.6244 0.68
C 2.5872 -0.7742 0.4929 0.58
C 0.0447 -4.7296 9.4174 -0.70
C -1.4081 2.1217 0.6701 0.61
C 0.1641 -2.2608 8.0770 -0.14
C 1.1255 -0.8979 4.2723 0.16
C -3.8520 0.4179 -0.4872 -0.31
C 3.3178 -3.6745 6.4890 -0.15
C -5.7490 -0.8114 0.4023 -0.40
C 1.8892 1.1834 -0.3720 -0.14
C 1.5757 4.2936 1.1435 -1.11
C -4.9343 1.1444 1.5617 -0.47
C -0.9859 -3.7852 9.5463 -0.33
C -5.8486 0.0990 1.4636 -0.51
C 1.5356 1.1270 0.9730 -0.10
C -4.7849 -0.6231 -0.5966 -0.53
C 5.1261 -2.0919 8.3644 0.17
C -0.6503 3.4613 0.5022 0.41
C 5.0680 -2.0489 5.7363 0.13
C 1.1743 -3.2261 7.8980 0.67
H -1.2378 1.5422 -0.2653 0.18
H 2.5816 -5.3084 5.3037 0.37
H 1.0780 2.0560 2.7962 0.61
H 2.9019 -0.3589 -1.6464 0.38
H 1.7540 4.7086 2.1455 0.31
H -0.9277 0.5766 2.0922 0.25
H 3.8615 -2.0396 1.5815 0.21
H -6.4331 -1.6651 0.3613 0.34
H 2.5207 3.8539 0.8004 0.38
H 1.2794 5.1009 0.4546 0.34
H -1.8410 -4.0158 10.1975 0.33
H 3.4989 -2.5835 -0.0753 0.33
H 4.4363 -4.9991 5.3302 0.34
H -5.0194 1.8855 2.3599 0.31
H -3.0983 2.8874 1.7913 0.29
H 1.7021 1.9996 -1.0610 0.58
H -6.6398 -0.0040 2.2093 0.35
H 0.2988 -1.2761 7.6151 0.34
H -1.7483 -1.8209 8.9648 0.34
H -3.1241 3.1396 -0.0048 0.31
H -3.1196 0.5871 -1.2804 0.36
H 1.9771 -5.1445 8.5179 0.36
H -0.0098 -5.6803 9.9661 0.35
H 2.2580 -2.7205 1.1783 0.20
H -4.7725 -1.2880 -1.4623 0.35